(1)
Molecular formula: C12H16NS
Method: DFT, ωB97M-V with the def2-TZVPD basis set

Cartesian coordinates (Å):
C 3.63 0.94 -0.06
C 2.34 1.17 0.37
C 3.80 -0.35 -0.52
C 1.51 0.09 0.35
C -0.54 -2.41 0.73
C -0.92 -2.42 -0.64
C -0.21 -1.28 1.35
C -1.02 -1.27 -1.39
C 0.11 0.07 0.83
C -1.19 -0.01 -0.71
C -0.41 1.25 1.55
C -1.08 1.22 -1.63
N -2.65 0.23 0.02
S 2.39 -1.25 -0.28
H 4.35 1.74 -0.13
H 1.97 2.19 0.62
H 4.63 -0.74 -1.12
H -0.95 -3.32 1.27
H -0.86 -3.34 -1.18
H -0.28 -1.28 2.49
H -1.23 -1.40 -2.42
H -1.28 1.19 2.27
H -0.59 2.08 0.89
H 0.48 1.63 2.23
H -1.29 2.12 -0.97
H -1.81 1.24 -2.33
H -0.22 1.29 -2.21
H -2.35 -0.01 1.00
H -3.20 -0.51 -0.45
H -3.13 1.13 0.08

Its orbital gap is 7.63 eV. For the energy above the lowest of the compared OMol25 structures with the same formula, charge and spin, the calculation gives 4.913 eV. Its net charge is +1. The total energy comes out at -919.4165 a.u.


(2)
Molecular formula: C12H17B3F3NO5
Method: DFT, ωB97M-V with the def2-TZVPD basis set

Cartesian coordinates (Å):
N 4.63 -4.05 0.23
C 4.62 -2.56 0.06
B 3.24 -1.86 0.55
O 1.95 -2.55 0.59
B 1.07 -1.67 -0.11
C -0.56 -1.74 -0.09
C -1.40 -1.79 1.23
C -2.96 -1.83 1.05
C -3.63 -1.86 -0.35
C -2.78 -1.83 -1.67
C -1.25 -1.77 -1.50
O 1.65 -0.62 -0.97
B 2.58 0.18 -0.23
C 2.96 1.68 -0.75
F 2.80 2.68 0.26
F 4.27 1.76 -1.34
F 2.06 1.99 -1.83
O 3.17 -0.44 0.95
H 5.02 -4.47 -0.64
H 5.33 -4.24 0.97
H 5.54 -2.03 0.50
H 4.67 -2.37 -1.08
H -0.90 -1.79 2.26
H -3.64 -1.83 1.96
H -4.75 -1.92 -0.46
H -3.26 -1.87 -2.70
H -0.59 -1.76 -2.44
C -1.00 3.07 -0.88
C -2.24 3.76 -0.35
O -3.30 2.82 -0.18
C -3.48 2.09 0.94
C -2.36 2.00 1.93
O -4.49 1.45 1.09
H -0.63 2.33 -0.17
H -0.21 3.79 -1.07
H -1.23 2.54 -1.81
H -2.05 4.32 0.57
H -2.59 4.49 -1.09
H -1.71 1.17 1.67
H -2.78 1.83 2.92
H -1.77 2.92 2.01

Its orbital gap is 8.92 eV. Its net charge is 0. Its structure (SMILES) is NCB1OB(c2ccccc2)OB(C(F)(F)F)O1.CCOC(C)=O. The total energy comes out at -1272.6804 a.u.


(3)
Molecular formula: C12H17BIrN6O
Method: DFT, ωB97M-V with the def2-TZVPD basis set

Cartesian coordinates (Å):
C -2.57 -1.42 -0.21
N -1.57 -0.51 -0.12
N -2.04 0.71 -0.56
C -3.27 0.53 -1.06
C -3.65 -0.80 -0.85
B -1.13 1.97 -0.50
N -0.56 2.03 0.95
N 0.03 0.89 1.49
C 0.47 1.19 2.74
C 0.22 2.54 2.98
C -0.41 3.03 1.84
Ir 0.33 -0.81 0.38
N 0.09 1.59 -1.38
N 0.78 0.41 -1.11
C 1.82 0.32 -1.98
C 1.78 1.44 -2.82
C 0.68 2.19 -2.43
H 2.50 -0.51 -1.95
H 0.26 3.11 -2.82
H 2.47 1.66 -3.61
H -1.68 2.98 -0.84
H -0.74 4.03 1.58
H -3.78 1.35 -1.54
H 0.48 3.08 3.87
H -4.57 -1.26 -1.12
H 0.95 0.43 3.35
H -2.46 -2.43 0.16
H 2.38 -0.83 0.69
C 2.15 -1.39 1.62
H 2.47 -0.78 2.45
H 1.04 -1.66 1.82
H 2.66 -2.35 1.54
C 1.01 -3.73 -0.11
C 0.42 -2.48 -0.71
O 0.00 -2.42 -1.85
H 0.79 -4.59 -0.76
H 0.58 -3.92 0.89
H 2.09 -3.60 -0.02

Its orbital gap (alpha / beta) is 8.87 / 5.74 eV. The spin multiplicity is 6. Its net charge is +4. The total energy comes out at -998.5089 a.u.